[1]
{
  "formula": "C4H13N3",
  "method": "ωB97M-V/def2-TZVPD",
  "max_force_ev_per_a": 6.97,
  "total_charge": 2,
  "homo_lumo_gap_ev": 4.846,
  "e_above_lowest_kj_mol": 649.8,
  "total_energy_ev": -8806.843,
  "species": ["H", "H", "H", "H", "N", "H", "H", "H", "H", "N", "H", "H", "H", "C", "C", "H", "C", "H", "N", "C"],
  "xyz": [[-4.314, 2.445, -1.137], [1.292, -2.372, 1.022], [-5.014, 1.068, -0.753], [2.248, -2.990, 0.008], [-4.139, 1.435, -1.072], [-1.183, 0.089, -0.045], [0.418, 0.013, -2.308], [-0.513, 1.729, -0.297], [1.710, 0.081, 2.551], [0.837, 0.192, 2.027], [2.707, -2.098, 1.389], [0.462, 1.035, 2.437], [2.718, -0.235, -0.327], [1.821, -0.776, -0.050], [0.734, 0.213, -1.287], [-4.107, 0.929, -1.974], [0.768, -0.150, 0.774], [1.633, 0.830, -1.341], [2.149, -2.072, 0.521], [-0.225, 0.634, -0.137]],
  "lowdin_charge": [0.0248, 0.1805, -0.0021, 0.2290, -0.0156, 0.1417, 0.1261, 0.1802, 0.1735, 0.3046, 0.1976, 0.1784, 0.1584, -0.0880, 0.0954, 0.0224, -0.1863, 0.1056, 0.2094, -0.0354]
}

=====

[2]
{
  "formula": "C4H13N3",
  "method": "ωB97M-V/def2-TZVPD",
  "max_force_ev_per_a": 4.77,
  "total_charge": 2,
  "homo_lumo_gap_ev": 8.180,
  "e_above_lowest_kj_mol": 473.0,
  "total_energy_ev": -8808.675,
  "species": ["N", "H", "N", "H", "H", "C", "C", "H", "H", "C", "N", "H", "H", "H", "H", "C", "H", "H", "H", "H"],
  "xyz": [[-1.845, -1.674, 1.677], [-1.003, -1.902, -1.854], [1.546, 2.955, -0.883], [1.665, 1.073, 0.928], [-1.619, -2.616, 2.015], [-0.659, -0.995, 1.269], [0.297, 0.251, -0.763], [2.563, 2.958, -0.926], [1.207, -0.050, -1.291], [-0.368, -0.941, -0.036], [-0.790, -2.089, -0.869], [-0.386, 0.762, -1.441], [-0.100, -2.848, -0.854], [-2.223, -1.261, 2.530], [1.287, 3.914, -0.652], [0.717, 1.039, 0.394], [0.091, 1.809, 0.845], [1.199, 2.814, -1.828], [-1.613, -2.442, -0.341], [0.037, -0.759, 2.081]],
  "lowdin_charge": [0.0599, 0.1904, 0.1490, 0.1269, 0.1206, -0.1029, -0.1350, 0.0922, 0.1422, -0.2080, 0.2634, 0.1509, 0.1963, 0.1208, 0.0963, 0.2055, 0.1186, 0.0808, 0.1704, 0.1617]
}

=====

no.,highest occupied orbital energy (eV),LUMO level (Ha)
1,-15.258,-0.3826
2,-18.084,-0.3640